(1)
Computed, not measured: C11H8BrNO2S2 in the gas phase in a non-equilibrium geometry, with ωB97M-V/def2-TZVPD.

As for the structure (SMILES): O=C1Sc2ccc(Br)cc2C(=O)N2CSC[C@@H]12. The value obtained for the HOMO energy is -0.3360 hartree.

The geometry in XYZ format:
```
25
Properties=species:S:1:pos:R:3:mulliken_charge:R:1
Br 3.622 3.380 -1.400 -0.17
S -0.972 -1.145 -1.873 -0.21
S -2.288 -1.597 2.901 -0.15
O -1.496 2.138 0.519 -0.63
O -0.857 -3.255 -0.418 -0.55
N -1.199 -0.035 1.039 0.12
C 0.190 1.090 -0.703 0.14
C 1.172 2.070 -0.674 -0.43
C 2.217 2.089 -1.592 -0.22
C -0.884 1.103 0.304 0.34
C -2.177 0.050 2.104 -0.62
C -0.790 -2.041 -0.379 0.63
C 0.269 0.081 -1.702 0.43
C 2.294 1.084 -2.575 -0.37
C 1.276 0.111 -2.675 -0.63
C -0.419 -1.291 0.934 -0.17
C -0.635 -2.094 2.246 -0.71
H 3.141 1.051 -3.229 0.43
H -1.927 0.819 2.844 0.36
H 0.143 -1.828 2.966 0.35
H -0.546 -3.202 2.070 0.42
H 1.131 2.802 0.140 0.48
H -3.163 0.317 1.712 0.39
H 0.668 -1.030 0.879 0.33
H 1.230 -0.665 -3.436 0.43
```



(2)
Computed, not measured: 2 unconnected molecules or ions with the total composition C2H6N2O in a non-equilibrium geometry, with ωB97M-V/def2-TZVPD.

The multiplicity is 2. The net charge is +1. The value obtained for the HOMO energy (spin up / spin down) is -0.4354 / -0.4354 hartree.

The geometry in XYZ format:
```
11
Properties=species:S:1:pos:R:3:lowdin_spin:R:1
O -3.598 -0.387 -1.359 0.80
N 4.155 1.836 0.291 0.00
N -2.727 -2.023 0.276 0.07
C -2.979 -1.458 -1.031 0.08
C 2.932 1.669 0.465 0.00
H -1.996 -2.729 0.283 0.00
H -2.477 -1.930 -1.868 0.05
H 4.474 2.496 0.951 0.00
H -2.688 -1.245 1.045 0.00
H 2.264 1.571 -0.419 0.00
H 2.642 2.201 1.365 0.00
```



(3)
Computed, not measured: 16 unconnected molecules or ions with the total composition C86H196N8O22 in a non-equilibrium geometry, with ωB97M-V/def2-TZVPD.

The value obtained for the HOMO energy is -0.3009 hartree.

The geometry in XYZ format:
```
312
Properties=species:S:1:pos:R:3:mulliken_charge:R:1
O 3.804 6.625 -3.860 -0.51
O -0.980 6.344 -0.898 -0.48
O -1.985 -3.833 2.511 0.49
O -0.111 -0.369 -2.398 2.22
O -0.903 4.086 -5.962 -0.15
O -2.733 2.120 -5.296 -0.39
O -1.818 5.954 -7.883 -0.54
O 2.140 1.296 -8.682 -0.63
O 4.390 2.248 1.189 0.99
O 3.051 4.250 -5.306 -0.57
O -1.918 5.412 1.923 -0.31
O -3.172 5.064 4.519 -0.60
O 4.571 -2.705 -3.195 -0.05
O -2.518 -0.478 -3.895 0.55
O -3.484 6.320 -2.372 -0.76
O -5.776 4.774 -1.799 -0.66
O -3.595 1.865 5.960 -0.45
O -4.843 -1.714 4.216 0.19
O 3.088 5.334 0.832 -0.50
O 5.895 -0.880 2.913 -0.28
O 3.923 1.806 -6.415 -0.67
O -3.313 4.646 -0.345 -0.13
N -2.145 1.722 6.293 0.57
N -1.695 -5.296 2.159 -0.32
N 4.030 -3.718 -4.096 0.42
N -3.275 -1.438 -4.672 -0.47
N -0.227 0.900 -1.657 0.31
N 4.824 3.318 2.046 0.23
N 5.493 -2.193 2.425 0.06
N -6.055 -1.944 3.451 -0.05
C -5.349 3.652 -1.132 -0.28
C -1.902 4.523 4.202 0.00
C 5.130 -5.661 -2.833 -1.45
C 5.971 4.935 4.038 -0.66
C -0.252 0.261 6.051 -1.33
C 6.610 -1.697 0.318 -1.76
C -0.671 -7.307 2.889 -1.59
C -1.480 -1.867 -6.246 -1.76
C 2.571 -3.696 -4.118 3.13
C 4.512 4.479 4.069 -1.50
C 2.208 -4.649 -5.243 -1.18
C 3.113 -1.990 3.360 -0.92
C 6.445 4.961 2.637 -1.37
C 2.777 2.881 3.336 -1.99
C -2.384 -2.480 -5.198 1.83
C -5.301 -2.836 -4.684 -1.40
C -2.002 -5.934 4.424 -2.26
C -1.989 1.978 7.758 1.61
C -2.246 5.918 -2.930 0.40
C 4.955 -2.831 4.742 -2.21
C 0.870 0.026 0.484 -0.48
C -1.104 -5.275 0.765 2.74
C -8.421 -2.198 3.455 -1.28
C -1.981 4.563 -8.062 -0.53
C 4.667 5.477 -3.994 -0.74
C -4.741 -1.658 1.414 -1.89
C 2.821 -6.002 -5.125 -0.85
C 4.433 -2.728 3.295 2.19
C -4.411 -3.989 -5.106 -0.44
C 4.291 -4.174 2.821 -1.86
C 5.333 -2.159 0.952 2.73
C 4.910 -4.904 -4.128 1.39
C -0.023 -7.427 1.503 -0.33
C -7.430 -0.528 5.035 -1.33
C -5.948 -1.152 2.148 3.37
C -0.793 -6.710 0.484 -1.48
C 2.151 -2.267 -4.518 -1.71
C -1.519 -0.309 -0.042 -1.30
C 2.246 1.561 -2.019 -0.29
C -0.343 0.602 -0.195 2.57
C 4.905 1.981 4.255 -1.55
C 1.895 -4.118 -2.861 -1.34
C 0.467 2.093 -3.683 -0.19
C -7.196 -1.543 1.406 -1.82
C 6.360 3.987 0.338 -1.72
C 3.978 -4.313 1.325 0.95
C -2.409 3.430 8.047 -1.57
C 0.253 -5.182 3.803 -1.18
C -4.521 -1.758 -3.905 1.86
C -3.652 2.709 -4.374 -0.25
C 4.173 -1.325 0.387 -0.55
C 0.108 -4.366 0.555 -0.70
C -0.841 3.931 -7.427 -0.57
C 0.123 0.562 7.505 -0.81
C -2.476 -0.837 6.264 -1.53
C -5.388 -0.463 -3.924 -1.83
C -8.522 -1.481 2.159 -0.76
C -1.536 -3.211 -4.148 0.11
C 2.917 0.868 -6.361 0.56
C 0.765 1.884 -2.185 3.06
C -3.272 -3.500 -5.924 -1.41
C -1.929 0.458 4.234 -0.95
C -0.975 -5.899 3.286 2.14
C -2.167 -4.805 -0.229 -1.85
C -5.822 0.340 2.277 -1.84
C -7.060 -2.989 5.369 -1.90
C 4.296 3.122 3.445 1.96
C -4.368 -2.142 -2.432 -1.28
C 6.265 -4.368 -4.663 -1.94
C -4.552 3.940 0.109 0.33
C 3.217 5.951 -0.443 -0.48
C 4.333 -5.857 -5.190 -1.38
C -2.753 1.101 8.710 -1.82
C -0.490 1.889 7.978 -1.37
C 1.729 1.292 -7.278 0.39
C 7.286 2.599 2.187 -1.57
C -7.232 -1.864 4.332 1.52
C 3.810 4.271 -4.113 1.16
C -0.678 1.974 0.424 -0.83
C 5.082 -3.602 0.534 -0.99
C -1.760 0.373 5.752 2.86
C 0.324 3.173 -1.483 -0.46
C -1.169 5.379 3.144 -0.19
C -1.011 6.480 -2.296 -0.58
C 6.221 3.686 1.836 1.77
C 0.311 3.066 0.025 0.54
H 2.409 0.488 -2.178 -0.18
H -2.422 -3.764 -0.016 -0.07
H -6.157 -3.190 -4.097 0.33
H 2.703 1.869 -1.079 -0.77
H -4.652 2.367 -4.640 0.51
H 0.051 4.019 0.507 0.62
H -0.996 -2.479 -3.550 -0.64
H 2.624 -4.227 -6.176 0.51
H -3.638 3.810 -4.494 0.38
H 2.261 -1.526 -3.724 -0.03
H 2.751 2.061 -2.849 -0.47
H -2.946 4.212 -7.660 0.24
H 5.897 -6.428 -3.012 0.53
H -0.713 5.466 -0.617 -0.02
H 3.932 7.259 -4.574 0.29
H 4.208 -6.186 -2.553 0.36
H -0.273 -0.242 8.143 0.32
H -6.166 -2.773 5.955 0.28
H 4.690 -5.510 -6.175 0.41
H 6.969 1.555 2.068 0.05
H 0.853 0.633 -7.149 0.03
H 4.813 -6.831 -5.022 0.41
H -0.324 -6.819 -0.505 0.18
H -2.713 4.679 0.415 0.04
H 1.050 -5.133 3.045 -0.09
H -3.069 -5.411 -0.058 0.68
H 6.546 4.226 4.647 0.33
H -1.898 4.281 -9.120 0.39
H 6.430 -1.816 -0.756 0.27
H -0.126 6.129 -2.844 0.14
H 3.265 -1.922 0.277 -0.62
H -5.085 5.298 -2.204 0.53
H -9.327 -1.875 1.539 0.46
H -2.220 4.821 -3.023 -0.38
H -3.818 1.064 8.446 0.32
H -2.939 -3.799 2.659 0.02
H -4.230 2.953 0.464 -0.16
H 4.304 4.415 5.138 0.42
H -1.696 2.239 0.060 -0.37
H -2.239 -4.934 4.792 0.29
H -0.904 -1.004 -5.911 -0.04
H 3.042 -3.766 1.180 -0.86
H 4.847 1.421 1.406 -0.26
H -0.597 2.193 -3.890 -0.64
H -3.689 -1.462 -1.916 -0.26
H -1.359 4.570 5.148 0.14
H 2.173 -3.335 -2.151 0.09
H -2.404 0.263 -4.508 -0.01
H 4.880 -2.018 -3.792 0.18
H -4.983 -4.691 -5.726 0.42
H 3.045 1.626 -8.612 0.39
H 6.001 -3.145 4.783 0.49
H -7.815 0.268 4.389 0.29
H 6.876 -0.668 0.564 0.01
H -0.104 -7.761 3.707 0.41
H 4.437 3.375 -4.137 0.27
H 6.777 -1.041 3.266 0.30
H 7.496 5.237 2.522 0.43
H -3.670 5.095 3.694 0.37
H 4.415 -0.964 -0.610 0.99
H -0.920 -0.363 -2.926 -0.40
H 0.661 -5.696 4.683 0.57
H 1.725 0.701 0.427 -0.44
H 6.003 -3.644 -5.446 0.46
H 0.815 1.180 -4.161 -0.81
H 3.408 -0.041 -6.753 0.26
H 2.668 -1.853 2.378 -0.38
H -2.917 -6.432 4.115 0.49
H 2.453 -6.680 -5.906 0.41
H -3.486 3.497 8.234 0.39
H 2.761 -1.966 -5.368 0.81
H -1.342 -1.234 -0.583 -0.09
H 6.885 -5.142 -5.127 0.38
H -8.349 -3.265 3.225 0.40
H -0.102 -3.446 1.108 0.29
H -4.859 -2.739 1.355 0.76
H -8.798 -0.440 2.375 0.35
H 0.064 -0.735 5.713 0.30
H 4.358 -3.630 5.178 0.48
H 3.152 5.285 -1.310 -0.19
H -1.851 3.812 8.912 0.45
H -2.111 -3.856 -3.479 -0.20
H -4.789 -1.290 0.384 0.19
H 2.589 5.087 -5.385 0.27
H -0.029 -4.153 4.051 0.11
H -1.067 7.576 -2.409 0.45
H -2.330 0.239 -0.544 0.34
H -6.296 3.221 -0.787 0.44
H -1.797 -0.508 0.997 -0.30
H -1.783 -7.192 0.437 0.49
H 3.484 -4.669 3.383 0.40
H -5.287 0.594 3.202 0.04
H 1.299 2.806 0.418 -1.30
H 5.324 5.442 -3.112 0.23
H 6.856 -3.850 -3.907 0.32
H -5.409 -0.066 -4.945 0.43
H -7.207 -0.983 0.462 0.32
H -0.729 1.878 1.510 -0.30
H -4.856 2.899 -1.769 -0.09
H 3.596 2.687 -6.227 0.45
H 0.295 -4.092 -0.478 -0.23
H -0.804 -2.665 -6.581 0.23
H 3.905 -0.464 1.006 -0.78
H 6.104 5.922 4.497 0.48
H -5.687 -2.345 -5.588 0.38
H -2.983 0.454 3.944 -0.40
H -3.743 -3.056 -6.814 0.31
H 2.379 2.936 4.360 0.76
H 1.035 2.937 -4.085 0.21
H 1.432 2.308 -6.962 -0.13
H -2.571 6.386 -8.289 0.31
H 5.858 5.749 2.155 0.32
H -1.910 3.464 3.874 0.03
H 6.029 -4.077 0.815 0.61
H 4.711 1.026 3.761 0.08
H 2.596 -6.496 -4.174 0.30
H 1.030 -4.772 0.968 -0.24
H -3.604 2.691 5.461 0.29
H 1.012 -7.027 1.463 0.03
H -2.135 -1.581 -7.073 0.61
H 0.089 4.303 -7.866 0.46
H 2.589 1.866 2.971 -0.01
H -3.396 2.468 -3.326 -0.30
H -0.043 2.703 7.387 0.31
H -2.615 -1.587 5.477 0.13
H -7.937 -2.901 6.031 0.47
H -6.845 0.726 2.362 0.39
H 5.231 -4.675 3.090 0.36
H -5.115 0.312 -3.211 -0.05
H -1.476 -0.410 3.740 0.59
H 6.095 3.126 -0.276 0.20
H 8.168 2.784 1.569 0.51
H -0.916 2.862 -7.590 0.33
H -2.022 2.762 -5.435 -0.12
H -5.099 4.485 0.905 0.34
H 1.003 3.988 -1.781 0.81
H 5.984 2.067 4.396 0.22
H -2.647 1.573 9.693 0.48
H 2.352 6.632 -0.478 0.38
H 2.597 0.648 -5.341 -0.55
H 3.798 5.187 3.636 0.35
H 3.136 4.201 -3.249 -0.91
H -0.300 2.120 9.033 0.48
H -4.821 -0.816 4.583 -0.11
H -0.687 3.430 -1.862 -0.51
H 1.118 -4.673 -5.346 -0.09
H -6.394 -0.833 -3.689 0.56
H -2.230 6.297 1.699 0.15
H 5.439 -5.020 -2.008 0.13
H 7.608 2.727 3.220 0.44
H -0.902 6.389 3.474 0.51
H 4.115 6.594 -0.517 0.40
H 5.685 4.829 0.107 0.22
H -4.110 -4.517 -4.192 0.26
H 7.417 -2.381 0.622 0.58
H 3.771 4.681 1.039 0.16
H 2.167 -5.091 -2.447 0.26
H -2.643 -4.319 -6.293 0.40
H -0.233 4.857 2.914 -0.18
H -9.321 -2.094 4.076 0.38
H 0.042 -8.496 1.255 0.47
H -2.005 -1.302 7.139 0.28
H -3.462 -0.473 6.551 0.25
H 5.293 5.505 -4.902 0.45
H -1.462 1.352 3.807 -0.37
H 0.820 -4.028 -2.997 -0.02
H 2.273 3.621 2.714 0.13
H 5.029 -3.588 -0.555 -0.77
H -3.490 5.958 -1.470 0.43
H -8.145 -0.671 5.856 0.51
H -1.832 -4.922 -1.271 0.12
H 3.768 -5.343 1.021 0.64
H 0.565 -0.025 1.530 0.57
H -5.333 0.817 1.416 0.41
H -3.751 -1.423 1.804 -0.38
H -0.788 -3.822 -4.661 -0.02
H 1.101 -2.259 -4.835 -0.48
H -2.218 6.348 -3.945 0.56
H 2.367 -2.497 3.982 0.58
H -7.010 -3.989 4.918 0.36
H -4.033 -3.183 -2.339 0.12
H -0.993 5.011 -5.712 0.09
H -1.563 -6.515 5.237 0.46
H 0.264 0.997 5.417 0.14
H 1.212 0.510 7.595 0.48
H -2.361 0.093 8.789 0.30
H -2.154 4.027 7.163 0.12
H -7.042 -2.596 1.128 0.49
H -1.641 -7.836 2.837 0.40
H 3.288 -0.993 3.770 0.09
H -5.369 -2.092 -1.979 0.62
H -6.487 -0.197 5.492 0.08
H 7.365 4.332 0.130 0.55
H 4.820 -1.946 5.361 0.27
H 1.157 -0.971 0.152 -0.37
H 4.435 1.972 5.252 0.48
```



(4)
Computed, not measured: 2 unconnected molecules or ions with the total composition C5H12O2, with ωB97M-V/def2-TZVPD.

As for the structure (SMILES): OCCCO.C=C. The value obtained for the HOMO energy is -0.3643 hartree.

The geometry in XYZ format:
```
19
Properties=species:S:1:pos:R:3:mulliken_charge:R:1
O -1.781 0.517 -0.192 -0.53
O 0.458 0.329 3.284 -0.51
C -0.305 0.425 -3.065 -0.56
C 1.084 -0.255 2.154 -0.49
C -0.659 0.764 0.628 -0.47
C -0.029 -0.840 -2.758 -0.41
C 0.008 -0.520 1.116 -0.23
H -1.207 0.699 -3.608 0.27
H 0.087 1.392 0.109 0.22
H -0.759 -1.171 1.550 0.28
H 0.359 1.240 -2.785 0.24
H -1.453 0.120 -1.011 0.25
H 1.850 0.421 1.736 0.31
H -0.691 -1.655 -3.038 0.24
H 1.586 -1.197 2.423 0.31
H 1.141 0.570 3.919 0.30
H 0.454 -1.058 0.267 0.19
H 0.876 -1.111 -2.218 0.26
H -1.020 1.330 1.490 0.34
```



(5)
Computed, not measured: C5H7N in the gas phase, with ωB97M-V/def2-TZVPD.

The value obtained for the HOMO energy (spin up / spin down) is -0.2451 / -0.2542 hartree.

The geometry in XYZ format:
```
13
Properties=species:S:1:pos:R:3:mulliken_charge:R:1
N -0.368 1.181 0.160 -0.14
C 0.849 1.375 -0.474 -0.87
C 2.474 -0.708 -0.539 0.03
C -1.022 0.105 -0.273 -0.11
C 1.707 0.243 -0.538 -0.23
C -1.533 -0.948 0.652 -0.91
H -0.725 -1.691 0.781 0.22
H -0.896 -0.087 -1.339 0.42
H 3.233 -1.449 -0.393 0.41
H 1.113 2.336 -0.911 0.34
H -0.629 1.660 1.029 0.24
H -1.810 -0.568 1.647 0.31
H -2.391 -1.449 0.199 0.30
```



(6)
Computed, not measured: a gas-phase ion, C4H8NO (charge +1) in a non-equilibrium geometry, with ωB97M-V/def2-TZVPD.

As for the structure (SMILES): C=[N+]1CC(O)C1. The net charge is +1. The value obtained for the HOMO energy is -0.5555 hartree.

The geometry in XYZ format:
```
14
Properties=species:S:1:pos:R:3:mulliken_charge:R:1
O 2.276 -0.081 0.567 -0.49
N -0.865 -0.093 0.123 0.14
C 0.105 1.082 -0.129 -0.69
C 0.118 -1.111 -0.224 -0.76
C 1.212 -0.050 -0.362 0.31
C -2.042 -0.172 0.459 -0.14
H -2.506 -1.222 0.311 0.28
H 0.336 -1.642 0.736 0.37
H -2.562 0.751 0.655 0.32
H -0.195 -1.516 -1.169 0.36
H 1.588 -0.005 -1.483 0.27
H -0.165 1.650 -0.975 0.30
H 2.584 0.823 0.664 0.34
H 0.117 1.586 0.826 0.39
```



(7)
Computed, not measured: C7H12 in the gas phase in a non-equilibrium geometry, with ωB97M-V/def2-TZVPD.

As for the structure (SMILES): CC#CCCCC. The value obtained for the HOMO energy is -0.3378 hartree.

The geometry in XYZ format:
```
19
Properties=species:S:1:pos:R:3:mulliken_charge:R:1
C 1.818 0.845 -0.467 -0.46
C -1.796 -0.209 -0.521 -0.30
C -0.592 0.607 -0.171 -0.51
C 0.597 0.093 -0.955 -0.45
C -3.035 0.275 0.206 -1.26
C 3.318 -0.719 0.985 -1.12
C 2.495 -0.025 0.057 0.35
H 0.566 0.253 -2.028 0.36
H 0.739 -1.017 -0.875 0.27
H 2.778 -1.462 1.557 0.32
H -1.581 -1.252 -0.264 0.31
H -0.440 0.573 0.923 0.32
H -0.755 1.661 -0.421 0.30
H -2.931 0.233 1.301 0.32
H 3.740 -0.012 1.717 0.28
H -3.890 -0.337 -0.068 0.36
H -1.895 -0.165 -1.616 0.27
H -3.247 1.316 -0.056 0.32
H 4.076 -1.161 0.368 0.31
```